Entry 1:
A cluster of 2 separate species, C4H13N2S in total at a distorted geometry, computed with the ωB97M-V functional and the def2-TZVPD basis.

* maximum force: 1.60 eV Å⁻¹
* LUMO level: 4.17 eV
* electronic energy: -667.92267 Eh
* HOMO-LUMO gap: 6.9 eV
* E_HOMO: -2.716 eV
* charge: -1
* molecular weight: 121.2 g/mol

Cartesian coordinates (Å):
C  -0.03362  1.53547  2.06655
C  0.01675  0.01991  1.94542
S  -1.05050  -0.59985  0.60267
N  -1.41355  2.07818  2.23513
H  0.36766  1.98406  1.15917
H  0.57679  1.87807  2.91838
H  -0.28119  -0.44306  2.91144
H  1.10152  -0.30680  1.76297
H  -1.82034  1.76103  3.11569
H  -1.95916  1.63765  1.50160
C  -0.16747  -0.19526  -2.65454
C  0.97643  -0.83349  -1.87333
N  0.68335  -2.27133  -1.69939
H  -1.05613  -0.29115  -2.00685
H  0.02117  0.85465  -2.83467
H  -0.31972  -0.70700  -3.58619
H  1.92360  -0.72736  -2.43500
H  1.08464  -0.30465  -0.85663
H  1.44729  -2.74597  -1.24956
H  -0.09751  -2.32310  -1.02286

---

Entry 2:
A structure of composition C20H34N2O6PtSeSi2Te at a distorted geometry, computed with the ωB97M-V functional and the def2-TZVPD basis.

* maximum force: 3.42 eV Å⁻¹
* LUMO level: -1.65 eV
* electronic energy: -4711.13355 Eh
* HOMO-LUMO gap: 4.1 eV
* E_HOMO: -5.744 eV
* charge: 0
* molecular weight: 856.3 g/mol

Cartesian coordinates (Å):
Pt  0.64947  1.78196  0.60640
O  -3.82905  5.12985  -3.36121
C  -2.42983  5.26650  -3.48906
C  -1.73036  4.31211  -2.56664
C  -0.40491  3.94214  -2.83386
C  0.24686  3.13347  -1.93722
N  -0.34079  2.66600  -0.83371
C  -1.62960  3.01487  -0.54266
C  -2.33148  3.84114  -1.42308
C  -2.09408  2.51004  0.72177
C  -3.39376  2.59954  1.23011
C  -3.69644  2.05367  2.45463
C  -5.07191  2.12328  3.05211
O  -6.01763  2.52507  2.08476
C  -2.67813  1.41907  3.18142
C  -1.41361  1.38032  2.65152
N  -1.12107  1.89009  1.45379
H  -4.26145  5.75986  -3.94393
H  -2.11338  6.28484  -3.22294
H  -2.11299  5.08102  -4.52161
H  0.10179  4.30424  -3.71574
H  1.27306  2.82019  -2.08876
H  -3.34653  4.13352  -1.19813
H  -4.16258  3.09306  0.65365
H  -5.05373  2.83148  3.89300
H  -5.32715  1.13495  3.45422
H  -6.89672  2.45969  2.46694
H  -2.87734  0.98882  4.15175
H  -0.58428  0.94334  3.19448
C  4.30342  -3.57982  1.17083
Si  2.78822  -3.58537  2.29669
C  2.80130  -2.35496  3.72834
C  2.50008  -5.33178  2.99029
C  1.25732  -3.25054  1.19967
Te  1.30768  -1.23331  0.42696
C  2.20108  -1.84690  -1.41694
Si  0.74393  -2.11788  -2.62627
C  -0.49207  -3.35580  -1.89339
C  1.34549  -2.82155  -4.28594
C  -0.09044  -0.42602  -2.81583
H  5.20246  -3.92066  1.68489
H  4.48691  -2.56442  0.82426
H  4.15357  -4.22217  0.30193
H  3.61450  -2.55966  4.42572
H  1.86556  -2.38858  4.28935
H  2.93622  -1.33937  3.35986
H  3.33929  -5.65374  3.60751
H  2.38208  -6.06107  2.18919
H  1.60383  -5.37180  3.60927
H  0.34402  -3.30459  1.79264
H  1.18393  -3.95200  0.37165
H  2.80549  -2.72573  -1.20407
H  2.84200  -1.02700  -1.73921
H  -0.03877  -4.32858  -1.70338
H  -1.32725  -3.51427  -2.57709
H  -0.88965  -2.97644  -0.95426
H  1.83251  -3.78810  -4.16132
H  2.04198  -2.15851  -4.79819
H  0.49025  -2.97173  -4.94665
H  -0.24480  0.01205  -1.82917
H  -1.06156  -0.48907  -3.30804
H  0.52661  0.26505  -3.39403
O  2.54151  1.55283  -0.25149
Se  3.26208  1.12584  1.19114
O  4.34270  2.15261  1.69807
O  1.89523  1.05062  2.15262
O  3.85090  -0.36173  1.02239

---

> E_HOMO of number 2 (C20H34N2O6PtSeSi2Te)?

-5.744 eV

---

> The highest E_HOMO belongs to which entry?

C4H13N2S

---

Copy entry 1 word for word.
A cluster of 2 separate species, C4H13N2S in total at a distorted geometry, computed with the ωB97M-V functional and the def2-TZVPD basis.

* maximum force: 1.60 eV Å⁻¹
* LUMO level: 4.17 eV
* electronic energy: -667.92267 Eh
* HOMO-LUMO gap: 6.9 eV
* E_HOMO: -2.716 eV
* charge: -1
* molecular weight: 121.2 g/mol

Cartesian coordinates (Å):
C  -0.03362  1.53547  2.06655
C  0.01675  0.01991  1.94542
S  -1.05050  -0.59985  0.60267
N  -1.41355  2.07818  2.23513
H  0.36766  1.98406  1.15917
H  0.57679  1.87807  2.91838
H  -0.28119  -0.44306  2.91144
H  1.10152  -0.30680  1.76297
H  -1.82034  1.76103  3.11569
H  -1.95916  1.63765  1.50160
C  -0.16747  -0.19526  -2.65454
C  0.97643  -0.83349  -1.87333
N  0.68335  -2.27133  -1.69939
H  -1.05613  -0.29115  -2.00685
H  0.02117  0.85465  -2.83467
H  -0.31972  -0.70700  -3.58619
H  1.92360  -0.72736  -2.43500
H  1.08464  -0.30465  -0.85663
H  1.44729  -2.74597  -1.24956
H  -0.09751  -2.32310  -1.02286